Computed, not measured: C40H61Br48INO9P2 as an isolated structure, with ωB97M-V with the def2-TZVPD basis set.

The geometry in ORCA input format:
```
! RIJCOSX wB97M-V def2-TZVPD def2/J DEFGRID3
* xyz -1 1
C 1.0480 -6.2979 0.0921
N 0.8925 -5.2627 -0.9232
C -0.1660 -5.5865 -1.8840
C -0.9487 -4.3733 -2.4616
C -0.3939 -3.0035 -2.0925
C -0.7637 -1.8997 -3.1088
C 0.3515 -1.5059 -4.0891
C 0.8364 -0.0782 -3.8764
C 1.5557 0.1165 -2.5327
C 3.0253 0.3661 -2.7588
O 3.6524 0.5652 -1.4533
C 4.5806 1.4963 -1.3685
C 4.6690 2.1457 -0.0295
O 5.3337 1.7789 -2.2872
O -2.3724 -4.5024 -2.2747
C -2.9955 -4.3031 -1.0328
C -2.1200 -4.5436 0.2443
C -2.5237 -3.8065 1.5341
C -1.6994 -2.5548 1.8276
I -2.1237 -5.1845 3.1938
C -3.8059 -2.9931 -0.9922
O -2.9607 -1.8995 -0.7212
C -3.5524 -0.6395 -0.4852
C -3.3704 0.3050 -1.6786
C -4.5799 1.1789 -1.9260
O -4.1664 2.3694 -2.6398
C -4.8331 3.4730 -2.2495
C -6.2365 3.6253 -2.7522
O -4.3057 4.2956 -1.5495
P -4.8573 -2.6393 -2.4895
O -4.1861 -2.1763 -3.7227
P -4.3410 -5.6420 -1.0850
C -3.4354 -7.2040 -1.2319
C -5.2268 -5.6884 0.5263
C -0.6884 -4.5036 -4.0144
O 0.5391 -4.5352 -4.2727
O -1.6537 -4.5776 -4.7755
H 1.9257 -6.0852 0.6991
H 1.1597 -7.3032 -0.3330
H 0.1781 -6.2881 0.7459
H 1.7614 -5.1770 -1.4352
H -0.8948 -6.1891 -1.3394
H 0.1861 -6.2069 -2.7029
H -0.7370 -2.6585 -1.1205
H 0.6880 -3.0440 -2.0294
H -1.6909 -2.1406 -3.6255
H -0.9702 -1.0035 -2.5160
H 0.0325 -1.6414 -5.1199
H 1.1989 -2.1809 -3.9747
H 0.0470 0.6590 -4.0154
H 1.5607 0.1364 -4.6706
H 1.4527 -0.7546 -1.8891
H 1.1701 0.9991 -2.0218
H 3.2021 1.2400 -3.3799
H 3.5032 -0.4872 -3.2367
H 3.7114 2.1600 0.4804
H 5.3800 1.6134 0.6024
H 5.0290 3.1602 -0.1452
H -2.1968 -5.6029 0.4634
H -1.0593 -4.3496 0.0984
H -3.5896 -3.6426 1.6223
H -0.7805 -2.8327 2.3365
H -1.4166 -2.0499 0.9134
H -2.2392 -1.9035 2.5129
H -4.5438 -3.0756 -0.1784
H -3.0271 -0.2106 0.3696
H -4.6038 -0.7355 -0.2020
H -2.4752 0.9093 -1.5613
H -3.2049 -0.3118 -2.5608
H -5.0674 1.4399 -0.9829
H -5.3019 0.6456 -2.5438
H -6.2093 3.9698 -3.7833
H -6.8049 2.7025 -2.6873
H -6.7264 4.3882 -2.1541
H -5.7288 -3.7208 -2.6449
H -5.6793 -1.6130 -1.9574
H -2.9010 -7.1960 -2.1772
H -4.1416 -8.0276 -1.2432
H -2.7303 -7.3939 -0.4185
H -6.1051 -6.3163 0.3826
H -4.6467 -6.1390 1.3355
H -5.5697 -4.7045 0.8317
C 7.5486 -0.0134 -2.1968
Br 7.2240 -1.8460 -2.6823
Br 8.7068 0.1260 -0.6587
Br 8.2032 1.0150 -3.6736
H 6.5970 0.4376 -1.9338
C -5.7066 5.8042 0.6089
Br -5.1687 7.6115 0.9635
Br -4.8281 4.5551 1.7665
Br -7.6270 5.5988 0.6774
H -5.3972 5.5700 -0.4024
C -8.7347 5.0664 4.3193
Br -9.1593 6.6276 5.3584
Br -7.1536 4.1921 4.9644
Br -10.2258 3.8570 4.2137
H -8.5219 5.3997 3.3143
C 5.6091 4.3425 -4.2585
Br 4.3190 5.7616 -4.1089
Br 5.6214 3.5697 -6.0145
Br 7.3649 4.9256 -3.7325
H 5.3208 3.5622 -3.5659
C -1.2412 7.8175 -0.9418
Br -2.3360 6.2463 -1.0310
Br 0.4867 7.5419 -1.7389
Br -2.1467 9.3349 -1.7158
H -1.0765 8.0488 0.1003
C 6.8549 3.9509 3.2301
Br 8.1073 3.3173 4.5436
Br 7.5532 3.7280 1.4625
Br 5.1211 3.1446 3.4311
H 6.7365 5.0117 3.3993
C 10.2477 6.5279 0.6606
Br 9.5034 5.6632 -0.8914
Br 8.8727 7.0017 1.9142
Br 11.6132 5.4589 1.4850
H 10.7144 7.4427 0.3269
C -4.3659 -11.7042 -0.2174
Br -3.6947 -11.2013 -1.9442
Br -3.0240 -12.5758 0.8479
Br -5.1250 -10.1940 0.7004
H -5.1617 -12.4164 -0.3747
C -10.0095 7.7794 -1.5367
Br -8.9940 6.8232 -2.8566
Br -9.4518 9.6132 -1.4153
Br -11.9008 7.6271 -1.8439
H -9.8004 7.3208 -0.5811
C -8.9987 -9.0239 -0.5391
Br -9.1990 -7.8188 0.9475
Br -10.6511 -9.2346 -1.5015
Br -7.5653 -8.4861 -1.6928
H -8.7429 -9.9911 -0.1304
C -9.0923 -9.8263 4.8822
Br -7.6201 -10.2533 3.7264
Br -10.7815 -10.1966 4.0411
Br -8.9380 -10.7089 6.5837
H -9.0553 -8.7635 5.0698
C 12.5137 8.6420 -2.2146
Br 13.7308 9.6750 -3.2851
Br 13.3443 7.0482 -1.5354
Br 11.7495 9.7124 -0.8074
H 11.7028 8.3325 -2.8579
C 11.7501 3.8334 6.8167
Br 11.8147 4.6629 5.0834
Br 13.4647 3.1505 7.3570
Br 11.0034 5.0074 8.1409
H 11.0870 2.9844 6.7420
C 8.8678 0.5394 9.0640
Br 8.9148 1.3684 7.3292
Br 10.6076 -0.1002 9.5680
Br 8.1260 1.7128 10.3912
H 8.2133 -0.3159 8.9862
C -4.5724 12.4696 -1.5984
Br -4.7318 14.3837 -1.5137
Br -6.1450 11.5852 -0.9403
Br -4.1263 11.8697 -3.3685
H -3.7564 12.1862 -0.9494
C 13.1434 -2.3042 7.3696
Br 12.9371 -0.4916 6.7754
Br 14.1405 -3.3633 6.1146
Br 13.9129 -2.3736 9.1328
H 12.1553 -2.7353 7.4387
*
```

The calculation puts the energy at -3451100.3355 eV. The highest occupied orbital energy comes out at -4.802 eV. The largest force on an atom comes out at 0.0363 hartree/bohr. As for the LUMO energy: 0.023 hartree.

Computed, not measured: a 13-piece molecular cluster, C54H111NO12 overall, with ωB97M-V with the def2-TZVPD basis set.

The geometry in ORCA input format:
```
! RIJCOSX wB97M-V def2-TZVPD def2/J DEFGRID3
* xyz 0 1
C -2.0055 -2.5981 4.0273
C -3.0731 -3.6272 4.5523
C -2.5483 -3.9597 5.9580
O -1.2037 -3.5801 5.9884
C -1.1524 -2.3330 5.2352
H -2.3269 -1.6281 3.6368
H -1.3764 -3.0536 3.2579
H -3.0612 -4.4991 3.9010
H -4.0474 -3.1416 4.4925
H -2.6726 -5.0019 6.2574
H -3.0884 -3.4097 6.7498
H -0.1088 -2.0815 5.0562
H -1.5811 -1.5513 5.8950
C -5.0212 1.0079 -0.7295
C -4.9018 -0.2348 0.1928
C -4.6385 0.4085 1.5571
O -3.9566 1.6369 1.2266
C -3.8411 1.8090 -0.1993
H -6.0052 1.4645 -0.6559
H -4.9080 0.6594 -1.7641
H -4.1094 -0.8699 -0.1963
H -5.8204 -0.8370 0.1645
H -3.9987 -0.2375 2.1622
H -5.5581 0.7395 2.0393
H -2.8304 1.5354 -0.5267
H -3.9717 2.8882 -0.3471
C -0.5664 5.6821 0.2482
C -1.7514 4.9636 -0.4116
C -2.0856 5.9523 -1.5658
O -0.8694 6.6945 -1.8353
C 0.1674 6.2447 -0.9599
H 0.0670 4.9655 0.8006
H -0.9410 6.4198 0.9640
H -2.6245 4.8059 0.2110
H -1.3998 4.0493 -0.9029
H -2.8295 6.6904 -1.2615
H -2.3359 5.4349 -2.4906
H 0.8176 7.0983 -0.7654
H 0.7824 5.4912 -1.4792
C 2.6975 -4.4802 0.3091
C 2.0159 -4.2078 1.6662
C 3.1155 -3.5809 2.5468
O 4.3461 -3.7637 1.8119
C 3.9735 -3.6568 0.4407
H 2.0643 -4.2304 -0.5485
H 2.9436 -5.5384 0.1807
H 1.6139 -5.1301 2.0769
H 1.2106 -3.4860 1.5252
H 3.2071 -4.1232 3.4899
H 3.0534 -2.5114 2.7775
H 4.8343 -3.9564 -0.1734
H 3.8886 -2.5865 0.1441
C 5.4448 -1.0159 -3.0458
C 5.5448 0.4897 -3.3091
C 5.8762 0.9852 -1.8975
O 6.6713 0.0191 -1.2777
C 6.5374 -1.2279 -1.9778
H 5.6506 -1.6662 -3.9006
H 4.4231 -1.2205 -2.7040
H 4.6591 0.9752 -3.7092
H 6.3564 0.7219 -4.0160
H 4.8943 1.1524 -1.4006
H 6.3077 1.9838 -1.7597
H 6.2163 -1.9907 -1.2694
H 7.4485 -1.5065 -2.5164
C 1.0946 -5.3802 -3.6015
C 1.2220 -4.5760 -4.9325
C 2.7219 -4.3870 -5.1101
O 3.3657 -4.9376 -3.9917
C 2.4955 -5.9023 -3.3709
H 0.3556 -6.1716 -3.5349
H 0.8900 -4.6027 -2.8590
H 0.7560 -3.5918 -4.8005
H 0.6792 -5.0031 -5.7763
H 3.0245 -3.3562 -5.2388
H 3.0067 -4.9440 -6.0173
H 2.8029 -5.9160 -2.3238
H 2.6732 -6.8786 -3.8458
C 2.9602 0.7820 -6.3643
C 2.3754 1.9742 -5.6059
C 1.5097 1.2849 -4.4890
O 1.3284 -0.0667 -4.9173
C 1.7681 -0.1830 -6.3244
H 3.8024 0.3056 -5.8661
H 3.2585 1.0352 -7.3878
H 1.6974 2.6194 -6.1641
H 3.1432 2.6243 -5.1759
H 0.5783 1.8458 -4.3415
H 2.0249 1.2306 -3.5221
H 0.9139 0.1574 -6.9406
H 1.9526 -1.2435 -6.4857
C -3.0727 -3.5853 -0.6588
C -2.7387 -5.0511 -0.7973
C -1.1998 -5.0309 -0.6296
O -0.8900 -3.8496 0.0321
C -2.0838 -3.1578 0.4097
H -4.1000 -3.4384 -0.2995
H -2.9598 -3.0442 -1.6018
H -3.1107 -5.4860 -1.7238
H -3.2637 -5.5698 0.0126
H -0.7649 -4.9823 -1.6282
H -0.8660 -5.9485 -0.1392
H -1.9218 -2.0837 0.4948
H -2.4545 -3.4838 1.4020
C 0.5913 3.5726 6.1914
C 0.5706 4.8821 5.3757
C 0.0986 4.4725 4.0164
O -0.7847 3.3645 4.2471
C -0.5121 2.7205 5.4825
H 0.3181 3.7293 7.2344
H 1.5518 3.0528 6.1901
H 1.5173 5.4378 5.4049
H -0.1072 5.5762 5.8890
H 0.8691 4.1176 3.3190
H -0.4641 5.2585 3.5120
H -0.1637 1.6871 5.3499
H -1.4489 2.6997 6.0538
C -3.2620 -3.9577 -4.6002
C -2.7031 -2.8991 -5.4601
C -3.0745 -1.6060 -4.7005
O -4.1813 -1.9372 -3.8540
C -4.5221 -3.2839 -4.0529
H -2.5816 -4.1534 -3.7638
H -3.5225 -4.9260 -5.0256
H -3.0803 -2.9081 -6.4849
H -1.6124 -2.9406 -5.5679
H -3.3358 -0.7868 -5.3712
H -2.2558 -1.3040 -4.0463
H -5.3399 -3.2520 -4.7841
H -4.8579 -3.7565 -3.1313
C 3.8354 3.2114 2.5541
C 4.1933 1.9725 3.3917
C 4.8050 1.0371 2.3148
O 4.6644 1.7232 1.0830
C 4.7802 3.1480 1.3382
H 4.0455 4.1029 3.1738
H 2.7997 3.3044 2.2395
H 3.3513 1.4770 3.8850
H 4.8607 2.2830 4.1965
H 4.3383 0.0660 2.1788
H 5.8723 0.8019 2.4806
H 4.4876 3.7585 0.4961
H 5.8344 3.3010 1.6253
C -4.1377 4.2747 4.5877
C -3.5827 5.7264 4.7799
C -3.9929 6.3912 3.4666
O -3.9969 5.3722 2.4688
C -4.0124 4.0191 3.0768
H -5.1863 4.1545 4.8728
H -3.5741 3.5563 5.1903
H -2.5161 5.6021 4.9664
H -4.0866 6.0995 5.6694
H -3.3090 7.1688 3.1209
H -4.9996 6.8149 3.6025
H -3.1437 3.4564 2.7517
H -4.9432 3.5743 2.7076
C -0.9221 0.5942 2.4024
C -0.1987 -0.3072 1.4846
N -0.3749 0.0443 0.1159
C 0.1865 -0.8652 -0.7687
C -0.5759 -0.7877 -2.0765
C -0.1316 1.4619 -0.1669
C 1.3420 1.9722 -0.2243
H -1.8766 0.9576 2.0253
H -0.3904 1.5523 2.5525
H -0.9113 0.1990 3.4172
H 0.8767 -0.3717 1.7344
H -0.6188 -1.3111 1.5861
H 1.2786 -0.7797 -0.8849
H 0.0758 -1.8857 -0.3865
H -0.2507 -1.6323 -2.7011
H -1.6284 -0.9814 -1.8507
H -0.4504 0.1235 -2.6528
H -0.6316 2.0912 0.5792
H -0.6464 1.7799 -1.0957
H 1.6723 2.0630 0.8190
H 1.4287 2.9987 -0.6112
H 2.0603 1.3731 -0.7710
*
```

The calculation puts the energy at -83851.3104 eV. The highest occupied orbital energy comes out at -8.073 eV. For the energy above the lowest of the compared OMol25 structures with the same formula, charge and spin, the calculation gives 0.0 kcal per mole. The largest force on an atom comes out at 0.0535 hartree/bohr. As for the LUMO energy: 0.021 hartree.

Computed, not measured: a single C6H6 molecule, with ωB97M-V with the def2-TZVPD basis set.

The geometry in ORCA input format:
```
! RIJCOSX wB97M-V def2-TZVPD def2/J DEFGRID3
* xyz 0 1
C 0.2477 2.1653 0.7080
C 0.4813 0.9945 0.5631
C 0.3817 -0.4198 0.1638
C 0.9231 -0.5576 -1.2805
C -1.0314 -0.7244 0.4953
C -2.0955 -0.8419 1.0496
H -0.1008 3.1621 0.8387
H 0.9675 -1.0891 0.8052
H 0.7067 0.3430 -1.8612
H 2.0140 -0.6495 -1.2239
H 0.5360 -1.4288 -1.8136
H -3.0303 -0.9536 1.5556
*
```

Its SMILES is C#CC(C)C#C. The calculation puts the energy at -6314.9579 eV. The highest occupied orbital energy comes out at -9.738 eV. For the energy above the lowest of the compared OMol25 structures with the same formula, charge and spin, the calculation gives 97.8 kcal per mole. The largest force on an atom comes out at 0.0129 hartree/bohr. As for the LUMO energy: 0.037 hartree.

Computed, not measured: a single C5H6O molecule, with ωB97M-V with the def2-TZVPD basis set.

The geometry in ORCA input format:
```
! RIJCOSX wB97M-V def2-TZVPD def2/J DEFGRID3
* xyz 0 1
C 0.0593 -1.1345 -0.9010
C -0.9899 -0.8183 -0.1955
C -0.6695 0.2467 0.8867
O -0.3755 1.4810 0.3771
C 0.6504 0.5989 0.5191
C 1.1125 -0.3158 -0.7085
H 0.0484 -2.0795 -1.5585
H -1.8193 -1.7374 -0.3353
H -1.1309 0.0517 1.9220
H 1.4860 0.8128 1.3743
H 1.4287 0.4523 -1.6042
H 2.0147 -0.8096 -0.4193
*
```

Its SMILES is C1=C[C@@H]2O[C@@H]2C1. The calculation puts the energy at -7325.6150 eV. The highest occupied orbital energy comes out at -9.434 eV. For the energy above the lowest of the compared OMol25 structures with the same formula, charge and spin, the calculation gives 84.6 kcal per mole. The largest force on an atom comes out at 0.1656 hartree/bohr. As for the LUMO energy: 0.039 hartree.